A 2-piece molecular cluster, C9H14O2 overall, computed with ωB97M-V/def2-TZVPD.

Structure (XYZ):
```
25
Properties=species:S:1:pos:R:3:forces:R:3:mulliken_charge:R:1
C -1.62012 -1.94755 -1.18627 -0.36 0.31 -0.95 -0.3026
C -0.19760 -1.80214 -1.67370 0.46 0.12 0.12 -0.8007
O -2.46855 -0.92012 -1.72666 0.07 0.03 0.17 -0.5368
H -1.97623 -2.89814 -1.57584 -0.28 -0.38 0.48 0.2827
H -1.74576 -1.88360 -0.11057 0.14 -0.06 0.06 0.2967
H 0.53360 -2.17310 -0.95982 0.02 -0.30 0.07 0.3061
H -2.32922 -0.88302 -2.67857 -0.01 -0.04 0.04 0.2899
H 0.05999 -0.76055 -1.81082 -0.08 0.28 -0.05 0.0346
H -0.05444 -2.31613 -2.62538 0.02 -0.01 0.01 0.4134
C 2.54596 0.44430 -0.54373 0.66 -0.21 -0.52 -1.4739
C 0.21855 1.29697 -0.15554 -0.07 0.37 0.35 -0.3411
C 1.37169 0.69873 0.34465 0.11 0.19 -0.43 0.5593
C -0.78635 1.73322 0.68038 -0.53 -0.14 0.18 -0.4765
C -0.71361 1.48882 2.04847 -0.24 -0.24 -0.39 0.4379
C 1.41628 0.41176 1.69349 -0.68 0.30 0.24 -0.4575
C 0.36061 0.77852 2.53090 0.58 -0.36 0.26 -0.4304
O -1.71124 1.86603 2.91619 -0.60 -0.24 -0.19 -0.5748
H 0.06962 1.47339 -1.20195 0.26 0.03 -0.48 0.3324
H -1.68303 2.18559 0.26416 0.14 0.06 0.04 0.3139
H 3.18551 1.32236 -0.66694 -0.07 0.17 0.37 0.3752
H 2.28283 0.21959 -1.58200 -0.26 -0.30 0.19 0.3268
H 2.25283 -0.11631 2.11051 0.30 -0.14 0.11 0.3532
H -2.58012 1.68109 2.50876 0.67 0.28 0.23 0.3221
H 0.36939 0.44982 3.55939 -0.02 0.20 0.18 0.4081
H 3.19941 -0.34955 -0.15909 -0.24 0.08 -0.11 0.3418
```
Forces are in eV/Å.

Results
HOMO-LUMO gap ... 9.37 eV
Structure (SMILES) ... Cc1ccc(O)cc1.CCO
Highest occupied orbital energy ... -8.5 eV
ΔE to the lowest compared entry with this formula, charge and spin ... 106.80 kJ/mol